Record 1
Here is a molecular structure, C29H63F6Li2N3O7 in a non-equilibrium geometry from OMol25. Energies are from ωB97M-V/def2-TZVPD.

Its charge is 0. Its multiplicity is 1. The gap between HOMO and LUMO is 8.06 eV. The lowest unoccupied orbital energy is 0.18 eV. The value obtained for the highest occupied orbital energy is -7.88 eV.

Geometry as XYZ:
```
110
Properties=species:S:1:pos:R:3:forces:R:3
Li 1.511 0.038 0.631 -0.78 0.01 -0.34
Li -0.732 -0.920 0.787 0.59 0.15 -0.18
O 1.041 -1.713 1.219 0.65 0.40 0.17
H 1.798 -2.142 1.665 -0.92 0.28 -0.32
O -0.155 0.658 -0.054 0.19 0.11 -0.28
H -0.267 1.342 -0.742 -0.04 -0.85 0.84
C -4.778 2.371 3.924 -1.38 -0.40 0.24
C -3.647 3.231 3.445 0.85 0.49 -0.96
N -3.848 3.995 2.179 -0.33 -0.25 -0.20
C -4.027 3.163 0.960 -0.18 -0.39 1.58
C -2.761 2.846 0.167 -0.66 0.98 0.11
C -2.981 5.171 1.998 -0.20 -0.06 2.02
C -1.463 4.992 2.127 0.86 -0.10 -1.44
H -4.576 1.710 4.767 0.94 0.01 0.02
H -5.171 1.689 3.170 -0.13 0.22 -0.20
H -5.593 2.952 4.357 -0.26 0.31 -0.55
H -3.449 3.948 4.242 0.37 0.13 -0.12
H -2.781 2.588 3.291 0.41 -0.06 0.39
H -4.373 2.186 1.297 -0.18 -0.11 0.26
H -4.920 3.548 0.469 0.47 0.28 -0.85
H -2.047 2.367 0.837 0.04 -0.33 -0.31
H -3.046 2.228 -0.685 0.40 -0.12 0.02
H -2.296 3.773 -0.166 0.00 -0.13 -0.40
H -3.213 5.829 2.836 -0.31 0.11 0.28
H -3.296 5.793 1.161 0.20 -0.53 -0.49
H -0.927 5.941 2.136 -0.33 0.38 0.38
H -1.029 4.545 1.232 -0.08 -0.37 -0.02
H -1.078 4.405 2.961 -0.52 -0.01 0.23
C 1.989 3.549 0.253 0.37 0.23 -0.89
C 3.265 2.758 0.587 -1.73 0.12 0.66
N 2.864 1.480 1.288 1.43 0.46 -2.52
C 2.419 1.636 2.640 1.34 0.09 1.74
C 3.546 2.132 3.637 -0.95 -0.05 -0.33
C 3.940 0.482 1.109 0.03 -0.13 -0.43
C 4.144 0.045 -0.390 0.07 0.72 0.26
H 2.282 4.443 -0.298 0.02 0.33 0.21
H 1.341 3.843 1.078 0.34 -0.11 0.21
H 1.361 3.014 -0.460 0.03 -0.37 0.18
H 3.842 2.623 -0.329 -0.42 -0.72 -0.04
H 3.949 3.385 1.159 -0.03 -0.09 0.69
H 1.487 2.199 2.703 0.20 0.28 -0.14
H 2.187 0.638 3.012 -0.30 -0.21 -0.09
H 3.172 2.126 4.661 -0.11 -0.13 0.01
H 4.377 1.429 3.589 0.07 0.13 0.02
H 3.908 3.146 3.469 -0.02 -0.05 -0.29
H 3.711 -0.317 1.813 0.08 -0.43 -0.30
H 4.902 0.899 1.408 0.23 0.00 0.24
H 4.681 0.862 -0.873 0.10 0.00 -0.08
H 3.257 -0.072 -1.013 -0.46 -0.12 0.38
H 4.764 -0.832 -0.576 -0.06 -0.15 0.62
C -3.769 -2.795 0.299 0.81 0.81 0.31
C -3.738 -1.649 1.369 0.71 -1.47 -0.84
N -2.422 -1.459 2.014 -0.62 0.58 -1.36
C -1.789 -2.672 2.504 0.30 -0.01 1.88
C -2.507 -3.382 3.710 0.74 1.21 -0.92
C -2.523 -0.196 2.826 1.06 -0.74 -0.59
C -1.242 0.271 3.471 1.31 0.22 1.66
H -2.951 -2.628 -0.402 0.09 0.40 -0.21
H -4.686 -2.675 -0.277 -0.08 -0.48 0.17
H -3.545 -3.815 0.612 -0.72 0.01 0.47
H -3.976 -0.785 0.749 -0.07 0.41 0.54
H -4.489 -1.815 2.142 -0.40 0.10 -0.06
H -0.788 -2.322 2.755 0.15 -0.39 0.50
H -1.585 -3.421 1.739 -0.41 0.32 -0.45
H -3.479 -3.726 3.356 0.04 -0.33 0.36
H -2.635 -2.643 4.501 -0.25 -0.01 0.10
H -1.866 -4.160 4.124 -0.28 -0.25 -0.23
H -2.762 0.510 2.030 -0.54 0.35 0.45
H -3.283 -0.257 3.605 -0.38 -0.02 -0.15
H -1.325 1.026 4.252 -1.17 0.73 -0.32
H -0.797 -0.418 4.188 0.16 -1.04 -0.60
H -0.430 0.698 2.882 -0.25 -0.49 -0.73
C -1.313 -1.965 -6.882 -0.32 0.53 -0.13
C -0.560 -0.568 -7.026 -0.84 -3.25 -0.41
O -0.295 0.099 -5.806 -2.18 1.12 1.65
C -1.415 0.618 -5.170 -2.82 -1.50 -5.38
O -2.564 0.632 -5.715 4.73 -0.08 2.86
C -1.083 1.324 -3.901 0.02 1.74 0.38
F -1.279 2.643 -4.149 1.10 0.34 -0.57
F -1.909 1.106 -2.942 -1.79 -1.51 1.63
F 0.127 1.085 -3.430 0.68 0.18 -0.45
H -1.352 -2.433 -7.866 0.52 0.06 -0.22
H -2.380 -1.867 -6.684 0.07 0.45 0.44
H -0.922 -2.709 -6.189 0.37 0.39 0.05
H -1.213 -0.075 -7.746 0.53 0.89 0.28
H 0.421 -0.844 -7.412 -0.05 0.62 -0.16
C 4.136 0.282 -4.837 0.47 -0.87 -0.42
C 4.193 -1.137 -4.293 0.73 0.36 0.20
O 2.848 -1.599 -4.117 -1.20 -1.82 1.21
C 2.693 -2.809 -3.473 3.77 -0.70 -0.59
O 3.662 -3.534 -3.161 -3.57 2.17 -0.76
C 1.197 -3.146 -3.136 0.72 -1.01 -1.95
F 1.002 -4.453 -2.943 0.53 -0.09 -0.03
F 0.924 -2.526 -2.051 -0.85 1.33 1.93
F 0.332 -2.804 -4.113 0.46 0.42 0.18
H 3.930 0.069 -5.886 -0.93 1.02 -0.08
H 5.130 0.726 -4.897 0.14 -0.11 0.45
H 3.478 0.941 -4.271 -0.20 -0.11 -0.46
H 4.748 -1.219 -3.359 -0.15 -0.15 0.07
H 4.682 -1.738 -5.059 0.05 -0.35 0.29
C 3.863 -4.987 0.436 0.09 0.70 -0.47
C 2.618 -5.751 0.814 0.41 0.72 0.35
O 2.715 -6.747 1.474 -0.17 -1.08 0.36
C 1.277 -5.146 0.471 1.03 0.09 -0.53
H 3.589 -4.244 -0.314 0.37 0.11 -0.06
H 4.707 -5.582 0.088 -0.39 -0.38 -0.18
H 4.280 -4.473 1.302 -0.34 0.14 0.24
H 1.118 -4.263 1.090 -0.42 -0.26 0.63
H 0.558 -5.964 0.515 -0.33 0.57 0.06
H 1.359 -4.631 -0.486 -0.30 -0.56 -0.36
```
Forces are in eV/Å.

Here are the Mulliken charges for atoms 1 to 6, given in e:
1. Li 0.642
2. Li 0.060
3. O -0.497
4. H -0.154
5. O 0.179
6. H -0.549

---

Record 2
Here is C3H6N2O in the gas phase from OMol25. Energies are from ωB97M-V/def2-TZVPD.

Its charge is 0. Its multiplicity is 1. As for the energy above the lowest of the compared OMol25 structures with the same formula, charge and spin: 24.36 kcal per mole. The gap between HOMO and LUMO is 9.81 eV. The structure (SMILES) is [H]/N=C1\NCCO1. The lowest unoccupied orbital energy is 0.78 eV. The value obtained for the highest occupied orbital energy is -9.02 eV.

Geometry as XYZ:
```
12
Properties=species:S:1:pos:R:3:forces:R:3
C 1.187 -0.235 -0.011 0.14 0.19 0.13
C -1.034 0.558 -0.012 -0.18 0.19 0.01
C -0.977 -0.984 0.004 -0.43 0.01 -0.11
H 2.882 0.572 -0.002 0.00 -0.14 -0.01
H 0.728 1.816 0.048 0.05 -0.18 -0.01
H -1.537 0.952 -0.906 0.07 -0.17 0.14
H -1.559 0.957 0.868 0.17 -0.12 -0.17
H -1.467 -1.428 -0.871 0.15 0.11 0.17
H -1.443 -1.395 0.904 0.11 0.01 -0.07
N 2.449 -0.350 -0.002 -0.23 0.19 -0.02
N 0.372 0.878 -0.009 0.03 -0.14 0.00
O 0.399 -1.341 -0.010 0.12 0.06 -0.05
```
Forces are in eV/Å.

Here are the Mulliken charges for atoms 1 to 6, given in e:
1. C 0.527
2. C -0.337
3. C -0.265
4. H 0.203
5. H 0.172
6. H 0.238